An isolated molecule of C4H7N3O. Source: the Open Molecules 2025 dataset; level of theory: the ωB97M-V functional and the def2-TZVPD basis.

Cartesian coordinates (Å):
H1 0.23994 -2.70968 1.40051
N1 0.40578 -1.75968 1.47207
C1 -0.34187 -1.16208 0.60911
N2 -1.08392 -1.72713 -0.36678
N3 -0.41309 0.23755 0.43751
C2 0.79857 1.02708 0.93257
C3 0.76842 0.76432 -0.60181
C4 -0.04036 1.88905 -1.40911
O1 0.59250 2.84422 -2.15048
H2 -1.96460 -1.22907 -0.48936
H3 -1.27072 -2.73841 -0.26684
H4 1.58714 0.44004 1.44659
H5 0.78470 2.25966 1.13627
H6 1.20464 -0.05956 -1.14921
H7 -1.26711 1.92368 -1.00103

Results
Structure (SMILES): [H]/N=C(\N)N1C[C@@H]1C=O
HOMO-LUMO gap in eV: 9.85
Energy above the lowest of the compared OMol25 structures with the same formula, charge and spin in kJ/mol: 456.4

Atom charges from the Löwdin analysis, given in e for atoms 1 to 5:
1. H 0.00
2. N 0.14
3. C -0.60
4. N 0.12
5. N -0.03

=====

An isolated molecule of C4H7N3O. Source: the Open Molecules 2025 dataset; level of theory: the ωB97M-V functional and the def2-TZVPD basis.

Cartesian coordinates (Å):
H1 -0.26791 -2.25385 -1.01117
N1 0.50196 -1.62654 -1.02586
C1 0.13009 -0.66763 -0.05888
N2 -0.86683 -0.64087 0.85015
C2 -2.03496 -0.11897 0.43622
N3 -2.35126 0.76808 -0.51489
C3 1.06388 0.58255 -0.22447
C4 2.42206 0.15436 0.31123
O1 0.68099 1.81132 -0.37752
H2 -3.12408 -0.59612 0.79176
H3 -3.42716 0.90328 -0.60561
H4 -1.53739 1.63377 -0.32952
H5 2.90824 -0.81113 0.06439
H6 2.48750 -0.06137 1.56902
H7 3.41488 0.92315 0.12516

Results
Structure (SMILES): [H]/N=C(\N=C/N)C(C)=O
HOMO-LUMO gap in eV: 9.45
Energy above the lowest of the compared OMol25 structures with the same formula, charge and spin in kJ/mol: 495.1

Atom charges from the Löwdin analysis, given in e for atoms 1 to 5:
1. H 0.01
2. N 0.14
3. C -0.40
4. N 0.08
5. C -0.30

=====

An isolated molecule of C4H7N3O. Source: the Open Molecules 2025 dataset; level of theory: the ωB97M-V functional and the def2-TZVPD basis.

Cartesian coordinates (Å):
C1 3.14289 0.34663 0.89792
C2 1.72932 0.68346 0.36719
N1 1.00294 -0.57932 0.09973
C3 -0.18985 -0.33995 -0.13481
N2 -1.27305 -1.23098 -0.10832
N3 -2.36793 -0.63504 -0.61217
C4 -2.17976 0.60679 -0.49858
O1 -0.78986 0.88140 -0.26400
H1 3.83027 0.02054 0.06097
H2 3.73874 1.12106 1.74833
H3 2.79702 -0.78456 1.46743
H4 1.91418 1.59910 -0.42587
H5 1.24179 1.17884 1.19435
H6 -0.87922 -2.26025 -0.56447
H7 -2.87317 1.40976 -0.81365

Results
Structure (SMILES): CC/N=c1/[nH]nco1
HOMO-LUMO gap in eV: 9.81
Energy above the lowest of the compared OMol25 structures with the same formula, charge and spin in kJ/mol: 417.5

Atom charges from the Löwdin analysis, given in e for atoms 1 to 5:
1. C -0.17
2. C -0.35
3. N 0.09
4. C -0.48
5. N 0.02

=====

An isolated molecule of C4H7N3O. Source: the Open Molecules 2025 dataset; level of theory: the ωB97M-V functional and the def2-TZVPD basis.

Cartesian coordinates (Å):
N1 0.32329 1.71431 0.28871
C1 0.62281 0.39285 -0.33321
C2 1.99358 0.04989 0.16594
C3 0.75554 -0.67476 0.76379
N2 -0.50649 -0.46927 1.48498
N3 -1.31868 -0.62543 0.27977
C4 -0.63715 -0.22628 -0.89344
O1 -1.05092 -0.32746 -2.01928
H1 0.12393 2.45853 -0.36255
H2 -0.48208 1.61382 0.87437
H3 2.52578 -0.68412 -0.40476
H4 2.52004 0.92165 0.53153
H5 0.80555 -1.71229 0.42781
H6 -0.70471 -1.26755 2.07880
H7 -2.27673 -0.29778 0.41628

Results
Structure (SMILES): N[C@@]12C[C@H]1NNC2=O
HOMO-LUMO gap in eV: 9.75
Energy above the lowest of the compared OMol25 structures with the same formula, charge and spin in kJ/mol: 478.5

Atom charges from the Löwdin analysis, given in e for atoms 1 to 5:
1. N 0.08
2. C -0.34
3. C 0.03
4. C -0.21
5. N 0.00

=====

An isolated molecule of C4H7N3O. Source: the Open Molecules 2025 dataset; level of theory: the ωB97M-V functional and the def2-TZVPD basis.

Cartesian coordinates (Å):
H1 2.69321 -1.29529 0.31037
N1 2.57595 -0.26780 0.25153
C1 1.35421 0.13522 0.31730
C2 0.80584 1.53311 -0.19300
C3 -0.58842 1.48884 -0.26137
N2 -1.06452 0.19594 -0.16796
C4 -2.29390 -0.17529 0.41477
N3 0.01856 -0.65217 0.27173
O1 -0.12338 -1.75377 -0.49314
H2 1.52099 2.27359 -0.61149
H3 -1.28859 2.32811 -0.35110
H4 -2.35300 -1.26321 0.36546
H5 -2.29818 0.37281 1.43084
H6 -3.27660 0.20000 -0.03403
H7 -0.38702 -1.40896 -1.31814

Results
Structure (SMILES): [H]/N=c1/ccn(C)n1O
HOMO-LUMO gap in eV: 8.82
Energy above the lowest of the compared OMol25 structures with the same formula, charge and spin in kJ/mol: 507.7

Atom charges from the Löwdin analysis, given in e for atoms 1 to 5:
1. H 0.06
2. N 0.11
3. C -0.27
4. C -0.01
5. C -0.09

=====

A cluster of 2 separate species, C4H7N3O in total. Source: the Open Molecules 2025 dataset; level of theory: the ωB97M-V functional and the def2-TZVPD basis.

Cartesian coordinates (Å):
C1 -1.51852 0.55983 -2.95433
C2 0.43305 -0.35611 1.63581
C3 0.46294 -0.92561 -0.76597
C4 0.68060 1.00490 2.13055
N1 -1.06574 0.74146 -1.95178
N2 0.17836 -0.39693 0.27537
N3 0.70706 -1.17034 -1.89255
O1 0.20907 -1.34393 2.33039
H1 -1.84698 0.50555 -3.95750
H2 -0.15529 1.57551 1.76328
H3 1.57994 1.46746 1.76780
H4 0.76609 1.17705 3.20846
H5 -1.05588 1.33289 -1.16918
H6 0.67020 -1.92792 -2.52177
H7 -0.04488 -2.24379 2.10143

Results
Net charge: +2
HOMO-LUMO gap in eV: 10.14

Atom charges from the Löwdin analysis, given in e for atoms 1 to 5:
1. C 0.34
2. C -0.28
3. C -0.25
4. C 0.07
5. N 0.32

=====

An isolated molecule of C4H7N3O2. Source: the Open Molecules 2025 dataset; level of theory: the ωB97M-V functional and the def2-TZVPD basis.

Cartesian coordinates (Å):
N1 -0.90611 -1.15627 -1.95369
C1 -1.78637 -0.19254 -1.95396
C2 -1.70181 1.05515 -1.27124
C3 -0.84344 1.08444 -0.11186
N2 -0.11458 0.02549 0.31094
O1 0.55939 0.35901 1.58712
C4 1.67090 -0.38350 1.57105
N3 2.52754 -0.03332 2.59312
O2 2.09609 -1.20974 0.77392
H1 -0.99470 -1.80172 -2.68169
H2 -0.11564 -1.49245 -1.32081
H3 -2.69358 -0.20768 -2.66659
H4 -2.34284 1.94774 -1.42954
H5 -0.98469 2.07794 0.44526
H6 2.23478 0.57644 3.43958
H7 3.39505 -0.64900 2.66839

Results
Structure (SMILES): N/C=C\C=N\OC(N)=O
HOMO-LUMO gap in eV: 8.77
Energy above the lowest of the compared OMol25 structures with the same formula, charge and spin in kJ/mol: 326.7

Atom charges from the Löwdin analysis, given in e for atoms 1 to 5:
1. N 0.10
2. C -0.21
3. C -0.12
4. C -0.14
5. N 0.05

=====

An isolated molecule of C4H7N3O2. Source: the Open Molecules 2025 dataset; level of theory: the ωB97M-V functional and the def2-TZVPD basis.

Cartesian coordinates (Å):
C1 1.73642 1.96029 -0.49669
N1 0.62904 0.93970 -0.26402
N2 0.28646 0.97103 1.07506
C2 -0.52841 0.06681 1.28810
N3 -0.78571 -0.98024 0.29136
C3 0.27022 -1.94517 -0.01403
O1 -0.15769 -2.84880 -0.68179
C4 -2.01534 -1.29464 -0.20859
O2 -2.91849 -0.53194 -0.05952
H1 2.20683 1.58627 -1.42668
H2 1.17283 2.93041 -0.63444
H3 2.26140 2.12272 0.34972
H4 -0.35948 0.89655 -1.02806
H5 -1.18763 0.25468 2.20094
H6 1.41148 -1.97945 0.39566
H7 -2.02191 -2.14821 -0.78702

Results
Structure (SMILES): CN/N=C\N(C=O)C=O
HOMO-LUMO gap in eV: 9.30
Energy above the lowest of the compared OMol25 structures with the same formula, charge and spin in kJ/mol: 465.0

Atom charges from the Löwdin analysis, given in e for atoms 1 to 5:
1. C -0.08
2. N -0.17
3. N 0.01
4. C -0.18
5. N -0.04

=====

An isolated molecule of C4H7N3O2. Source: the Open Molecules 2025 dataset; level of theory: the ωB97M-V functional and the def2-TZVPD basis.

Cartesian coordinates (Å):
N1 -1.37556 0.73032 0.88907
C1 -0.27564 1.30253 1.47058
N2 -0.29004 2.03961 2.66401
C2 1.03891 1.17090 0.92434
C3 1.30913 0.20062 0.03737
N3 0.41591 -0.60740 -0.51392
O1 0.89990 -1.13389 -1.79660
C4 -0.13711 -1.82660 -2.24655
O2 -1.28230 -1.96925 -1.72761
H1 -1.37792 0.04192 0.06110
H2 -2.15472 1.29378 1.26405
H3 -1.22659 1.88732 3.28462
H4 0.46062 2.26372 3.30237
H5 2.01824 1.36685 1.59842
H6 2.16862 0.24805 -0.59343
H7 0.30706 -2.49882 -3.11213

Results
Structure (SMILES): NC(N)=C/C=N/OC=O
HOMO-LUMO gap in eV: 8.40
Energy above the lowest of the compared OMol25 structures with the same formula, charge and spin in kJ/mol: 445.9

Atom charges from the Löwdin analysis, given in e for atoms 1 to 5:
1. N 0.14
2. C -0.40
3. N 0.08
4. C -0.11
5. C -0.21

=====

An isolated molecule of C4H7N3O2. Source: the Open Molecules 2025 dataset; level of theory: the ωB97M-V functional and the def2-TZVPD basis.

Cartesian coordinates (Å):
C1 1.40110 -1.82863 -0.84855
C2 0.43533 -1.02547 -0.38897
C3 -0.36976 -0.00366 -1.16815
N1 -1.36994 0.56183 -0.28680
C4 -0.88937 1.09886 1.09379
N2 0.17770 1.95057 0.96755
O1 -1.69695 1.18415 1.98625
N3 0.25260 -0.85472 0.99053
O2 0.27764 -1.79638 1.75611
H1 1.76047 -1.73507 -1.86086
H2 1.88659 -2.52990 -0.18913
H3 -0.84903 -0.50841 -2.01289
H4 0.27758 0.79604 -1.54397
H5 -2.18636 -0.02931 -0.17355
H6 0.77379 1.93011 0.15785
H7 0.11861 2.78997 1.52079

Results
Structure (SMILES): C=C(CNC(N)=O)N=O
HOMO-LUMO gap (spin up / spin down) in eV: 8.26 / 8.26
Energy above the lowest of the compared OMol25 structures with the same formula, charge and spin in kJ/mol: 407.4

Atom charges from the Löwdin analysis, given in e for atoms 1 to 5:
1. C 0.12
2. C -0.31
3. C -0.18
4. N 0.03
5. C -0.59

=====

F_max (eV/Å)
9.1 6.7 6.6 1.6 4.9 4.0 5.4 6.5 6.1 4.3